Computed, not measured: C30H46O3P2Ti as an isolated structure at a distorted geometry, with ωB97M-V/def2-TZVPD.

Results
highest occupied orbital energy (alpha / beta) = -10.7 / -10.7 eV
E = -2928.39236 Ha
orbital gap (alpha / beta) = 5.84 / 6.09 eV

Structure (ORCA input):
```
! RIJCOSX wB97M-V def2-TZVPD def2/J DEFGRID3
* xyz 1 2
Ti -0.28 -0.27 1.41
C -2.07 -1.25 2.81
C -1.66 -2.31 1.93
C 0.18 -1.71 3.22
C -0.94 -0.89 3.63
C -0.27 -2.58 2.16
C -3.46 -0.76 3.03
H -4.06 -0.84 2.12
H -3.45 0.29 3.33
H -3.97 -1.32 3.83
C -0.97 0.02 4.80
H -1.84 0.68 4.77
H -0.07 0.64 4.85
H -1.03 -0.55 5.74
C 1.50 -1.79 3.88
H 1.45 -2.36 4.81
H 1.87 -0.79 4.12
H 2.24 -2.28 3.23
C 0.54 -3.69 1.59
H 0.51 -4.59 2.23
H 1.60 -3.39 1.52
H 0.20 -3.99 0.60
C -2.57 -3.13 1.08
H -2.88 -4.05 1.61
H -2.08 -3.45 0.15
H -3.49 -2.58 0.82
C -0.89 1.67 0.41
C -1.97 0.78 0.47
C -2.46 -0.06 -0.69
C -1.36 -0.84 -1.43
C -0.18 -1.28 -0.59
C 0.97 -0.50 -0.34
C 1.19 0.87 -0.94
C 0.00 1.86 -0.80
H -2.98 0.57 -1.43
H -1.03 -0.28 -2.32
H -3.23 -0.76 -0.33
H -0.56 1.89 -1.74
H -0.88 2.52 1.11
H -2.73 0.99 1.24
H 0.46 2.87 -0.72
H 2.08 1.32 -0.47
H 1.88 -1.00 0.02
H 1.43 0.77 -2.01
H -1.82 -1.76 -1.83
H -0.04 -2.36 -0.53
P -0.60 0.88 -5.15
C -0.70 2.72 -5.19
C -1.97 0.57 -6.34
P 1.63 -0.87 -5.90
C 0.82 0.75 -6.33
C 1.12 -1.84 -7.39
C 3.30 -0.42 -6.54
H 0.16 3.15 -4.66
H -1.62 3.04 -4.68
H -0.71 3.07 -6.23
H -1.87 1.22 -7.22
H -2.91 0.79 -5.83
H -1.98 -0.49 -6.65
H 3.22 -0.05 -7.57
H 3.94 -1.31 -6.50
H 3.74 0.36 -5.90
H 1.53 1.58 -6.14
H 0.49 0.77 -7.38
H 1.72 -2.76 -7.40
H 1.32 -1.27 -8.31
H 0.06 -2.11 -7.34
O 0.66 3.88 4.04
C 1.20 2.90 4.80
C 0.99 2.95 6.18
C 1.67 2.06 6.99
C 2.60 1.17 6.43
C 2.79 1.10 5.05
C 1.99 1.88 4.21
C 1.71 1.80 2.74
O 1.99 2.78 2.03
O 1.13 0.72 2.31
H 1.15 3.83 3.16
H 0.31 3.72 6.54
H 1.50 2.10 8.07
H 3.15 0.49 7.09
H 3.60 0.50 4.62
*
```

Partial atomic charges computed with the Mulliken method, in multiples of e: number 1, Ti, carries -0.06; number 2, C, carries -0.06; number 3, C, carries 1.77; number 4, C, carries 0.29; number 5, C, carries 0.93; number 6, C, carries 0.15; number 7, C, carries -1.90; number 8, H, carries 0.43; number 9, H, carries 0.48; number 10, H, carries 0.32; number 11, C, carries -1.06; number 12, H, carries 0.34; number 13, H, carries -0.14; number 14, H, carries 0.37; number 15, C, carries -1.09; number 16, H, carries 0.30; number 17, H, carries -0.20; number 18, H, carries 0.34; number 19, C, carries -1.72; number 20, H, carries 0.33; number 21, H, carries 0.39; number 22, H, carries 0.42; number 23, C, carries -1.49; number 24, H, carries 0.36; number 25, H, carries 0.29; number 26, H, carries 0.42; number 27, C, carries -0.13; number 28, C, carries -0.15; number 29, C, carries -1.36; number 30, C, carries -0.60; number 31, C, carries 0.15; number 32, C, carries -0.55; number 33, C, carries -1.00; number 34, C, carries -0.90; number 35, H, carries 0.64; number 36, H, carries -0.34; number 37, H, carries 0.33; number 38, H, carries 0.05; number 39, H, carries 0.51; number 40, H, carries 1.04; number 41, H, carries 0.51; number 42, H, carries 0.49; number 43, H, carries 0.62; number 44, H, carries 0.51; number 45, H, carries 0.65; number 46, H, carries 0.65; number 47, P, carries 0.61; number 48, C, carries -1.39; number 49, C, carries -1.25; number 50, P, carries 0.25; number 51, C, carries -1.05; number 52, C, carries -1.21; number 53, C, carries -1.15; number 54, H, carries 0.35; number 55, H, carries 0.40; number 56, H, carries 0.44; number 57, H, carries 0.38; number 58, H, carries 0.39; number 59, H, carries 0.31; number 60, H, carries 0.33; number 61, H, carries 0.39; number 62, H, carries 0.34; number 63, H, carries 0.51; number 64, H, carries 0.41; number 65, H, carries 0.41; number 66, H, carries 0.36; number 67, H, carries 0.29; number 68, O, carries -0.68; number 69, C, carries 0.34; number 70, C, carries -0.52; number 71, C, carries -0.52; number 72, C, carries -0.72; number 73, C, carries -0.01; number 74, C, carries -0.01; number 75, C, carries 0.04; number 76, O, carries -0.73; number 77, O, carries 0.08; number 78, H, carries 0.47; number 79, H, carries 0.46; number 80, H, carries 0.41; number 81, H, carries 0.40; number 82, H, carries 0.57

Computed, not measured: C30H47BBrN3O2P2Pb as an isolated structure at a distorted geometry, with ωB97M-V/def2-TZVPD.

Results
highest occupied orbital energy (alpha / beta) = -13.6 / -13.5 eV
E = -4959.97163 Ha
orbital gap (alpha / beta) = 5.31 / 4.41 eV

Structure (ORCA input):
```
! RIJCOSX wB97M-V def2-TZVPD def2/J DEFGRID3
* xyz 2 1
Pb -0.78 -0.68 -0.59
C 1.41 3.47 -0.09
C 0.32 3.50 -1.16
C 0.64 4.68 -2.08
C -1.04 3.66 -0.46
P 0.23 1.76 -1.95
C 2.04 1.44 -2.41
N 2.50 0.63 -1.32
B 1.64 -0.22 -0.51
N 2.39 -0.60 0.66
C 2.09 -1.58 1.63
P 0.23 -1.77 1.79
C -0.09 -0.74 3.37
C 0.80 -1.08 4.55
C 0.22 0.73 2.95
C -1.57 -0.78 3.81
C -0.14 -3.62 2.12
C 0.39 -4.12 3.49
C -1.65 -3.83 2.07
C 0.55 -4.46 1.03
C 3.69 -0.01 0.53
C 4.66 0.07 1.49
C 5.71 0.98 1.24
C 5.75 1.75 0.11
C 4.79 1.62 -0.92
C 3.73 0.79 -0.65
C -0.76 1.85 -3.60
C -1.29 0.40 -3.88
C -1.97 2.75 -3.54
C 0.17 2.30 -4.74
H 1.20 4.19 0.69
H 1.51 2.49 0.41
H 2.40 3.62 -0.56
H 0.55 5.57 -1.43
H 1.66 4.63 -2.44
H -0.02 4.76 -2.97
H -1.07 4.60 0.05
H -1.87 3.60 -1.17
H -1.21 2.88 0.30
H 2.02 0.82 -3.33
H 2.66 2.34 -2.51
H 2.60 -2.53 1.37
H 2.53 -1.30 2.61
H 1.84 -1.32 4.29
H 0.84 -0.26 5.25
H 0.40 -1.95 5.12
H 1.27 0.87 2.72
H -0.41 1.07 2.09
H 0.00 1.39 3.80
H -1.85 -1.67 4.39
H -1.78 0.11 4.38
H -2.19 -0.76 2.93
H -0.28 -3.76 4.31
H 0.45 -5.20 3.57
H 1.38 -3.75 3.77
H -2.20 -3.38 2.87
H -2.01 -3.41 1.12
H -1.87 -4.92 2.08
H 1.62 -4.70 1.17
H 0.07 -5.42 0.91
H 0.46 -4.01 0.04
H 4.61 -0.48 2.46
H 6.52 1.10 1.96
H 6.52 2.50 0.04
H 4.92 2.10 -1.91
H -2.11 0.17 -3.19
H -1.70 0.34 -4.89
H -0.56 -0.39 -3.77
H -2.66 2.51 -2.72
H -1.70 3.81 -3.52
H -2.56 2.59 -4.46
H 0.80 1.49 -5.08
H -0.40 2.61 -5.60
H 0.79 3.16 -4.45
Br -3.94 1.32 0.38
C -4.32 -0.41 -0.32
C -5.69 -0.83 -0.52
C -5.89 -2.05 -1.13
C -4.83 -2.84 -1.52
C -3.57 -2.38 -1.30
N -3.31 -1.20 -0.67
C -2.32 -3.22 -1.63
O -2.50 -4.41 -1.84
O -1.15 -2.60 -1.66
H -6.45 -0.17 -0.14
H -6.90 -2.44 -1.30
H -4.98 -3.79 -2.03
*
```

Partial atomic charges computed with the Mulliken method, in multiples of e: number 1, Pb, carries 1.88; number 2, C, carries -1.43; number 3, C, carries 1.64; number 4, C, carries -1.57; number 5, C, carries -1.37; number 6, P, carries -0.09; number 7, C, carries -0.96; number 8, N, carries 0.26; number 9, B, carries 0.34; number 10, N, carries 0.35; number 11, C, carries -0.55; number 12, P, carries 0.08; number 13, C, carries 1.84; number 14, C, carries -1.59; number 15, C, carries -1.93; number 16, C, carries -1.79; number 17, C, carries 1.96; number 18, C, carries -1.68; number 19, C, carries -1.84; number 20, C, carries -1.83; number 21, C, carries 0.48; number 22, C, carries -0.37; number 23, C, carries -0.82; number 24, C, carries -0.70; number 25, C, carries -0.75; number 26, C, carries 0.16; number 27, C, carries 2.50; number 28, C, carries -2.28; number 29, C, carries -1.86; number 30, C, carries -1.82; number 31, H, carries 0.56; number 32, H, carries -0.02; number 33, H, carries 0.35; number 34, H, carries 0.48; number 35, H, carries 0.34; number 36, H, carries 0.26; number 37, H, carries 0.60; number 38, H, carries 0.28; number 39, H, carries -0.11; number 40, H, carries 0.38; number 41, H, carries 0.38; number 42, H, carries 0.29; number 43, H, carries -0.04; number 44, H, carries 0.17; number 45, H, carries 0.49; number 46, H, carries 0.35; number 47, H, carries 0.24; number 48, H, carries 0.34; number 49, H, carries 0.74; number 50, H, carries 0.32; number 51, H, carries 0.47; number 52, H, carries 0.34; number 53, H, carries 0.29; number 54, H, carries 0.49; number 55, H, carries 0.35; number 56, H, carries 0.29; number 57, H, carries 0.41; number 58, H, carries 0.50; number 59, H, carries 0.37; number 60, H, carries 0.56; number 61, H, carries 0.35; number 62, H, carries 0.37; number 63, H, carries 0.40; number 64, H, carries 0.44; number 65, H, carries 0.45; number 66, H, carries 0.34; number 67, H, carries 0.61; number 68, H, carries 0.46; number 69, H, carries 0.27; number 70, H, carries 0.35; number 71, H, carries 0.56; number 72, H, carries 0.44; number 73, H, carries 0.50; number 74, H, carries 0.33; number 75, Br, carries -0.02; number 76, C, carries 0.11; number 77, C, carries -0.67; number 78, C, carries -0.51; number 79, C, carries -0.54; number 80, C, carries 0.58; number 81, N, carries 0.18; number 82, C, carries 0.12; number 83, O, carries -0.59; number 84, O, carries -0.76; number 85, H, carries 0.52; number 86, H, carries 0.43; number 87, H, carries 0.53

Computed, not measured: C30H47Br45ClNO4 as an isolated structure, with ωB97M-V/def2-TZVPD.

Results
highest occupied orbital energy = -8.7 eV
E = -117817.56272 Ha
orbital gap = 8.37 eV

Structure (ORCA input):
```
! RIJCOSX wB97M-V def2-TZVPD def2/J DEFGRID3
* xyz 0 1
C 4.06 -2.35 1.47
C 3.20 -1.51 0.54
O 1.84 -1.67 0.90
C 0.90 -1.20 -0.04
C 1.30 0.11 -0.71
N 0.16 0.79 -1.31
O -0.39 -0.08 -2.30
C -1.68 -0.55 -1.89
C -2.81 0.47 -2.00
C -2.98 0.95 -3.45
C -4.16 -0.10 -1.48
C -5.09 1.05 -1.04
C -4.06 -1.15 -0.37
C 0.54 2.09 -1.90
C 0.68 2.11 -3.43
C 1.95 1.44 -3.97
O 1.69 0.18 -4.56
C -0.37 3.20 -1.36
O -1.36 3.58 -2.31
C -2.15 4.62 -1.84
Cl -3.78 4.48 -2.52
H 3.63 -2.37 2.48
H 4.18 -3.38 1.12
H 5.05 -1.89 1.53
H 3.49 -0.45 0.63
H 3.36 -1.81 -0.50
H 0.70 -1.98 -0.78
H -0.02 -1.01 0.54
H 2.10 -0.06 -1.46
H 1.69 0.78 0.05
H -1.88 -1.41 -2.55
H -1.60 -0.93 -0.88
H -2.56 1.33 -1.37
H -3.91 1.53 -3.54
H -3.08 0.09 -4.12
H -2.17 1.60 -3.77
H -4.65 -0.58 -2.34
H -4.67 1.62 -0.21
H -6.05 0.62 -0.73
H -5.30 1.74 -1.86
H -3.96 -2.16 -0.79
H -3.24 -0.97 0.33
H -4.99 -1.16 0.22
H 1.55 2.32 -1.52
H -0.19 1.68 -3.92
H 0.71 3.17 -3.71
H 2.69 1.31 -3.17
H 2.42 2.11 -4.71
H 2.01 0.19 -5.46
H -0.87 2.82 -0.46
H 0.23 4.07 -1.07
H -2.27 4.57 -0.76
H -1.74 5.59 -2.13
C 3.31 0.52 3.90
Br 4.65 1.57 2.99
Br 3.55 0.63 5.80
Br 1.54 1.01 3.37
H 3.46 -0.52 3.63
C 5.09 -4.06 4.28
Br 5.72 -4.97 2.70
Br 5.78 -2.26 4.37
Br 3.17 -4.10 4.37
H 5.47 -4.60 5.13
C 0.87 -7.80 3.57
Br 1.29 -9.03 4.99
Br 0.09 -6.18 4.26
Br 2.40 -7.44 2.47
H 0.12 -8.27 2.95
C -6.41 -3.98 2.05
Br -7.20 -2.29 2.51
Br -6.57 -4.34 0.17
Br -4.58 -4.09 2.64
H -6.97 -4.74 2.57
C -9.38 -2.88 -2.80
Br -8.08 -3.82 -3.86
Br -10.13 -4.01 -1.44
Br -8.65 -1.27 -2.06
H -10.19 -2.60 -3.46
C -11.57 -5.80 -5.67
Br -10.64 -6.76 -4.29
Br -12.68 -4.42 -4.92
Br -10.36 -5.10 -6.98
H -12.22 -6.50 -6.17
C -4.78 8.01 -4.54
Br -3.52 8.95 -5.65
Br -4.91 8.78 -2.79
Br -6.49 7.86 -5.40
H -4.40 7.00 -4.42
C 6.71 2.42 8.10
Br 8.08 2.67 9.42
Br 7.30 1.26 6.69
Br 5.07 1.81 8.90
H 6.51 3.38 7.65
C 5.49 6.64 7.62
Br 6.84 6.92 8.95
Br 6.12 5.46 6.23
Br 3.85 6.00 8.38
H 5.28 7.60 7.15
C 4.03 5.25 2.59
Br 2.30 4.50 2.23
Br 5.08 5.40 0.99
Br 3.89 6.93 3.52
H 4.54 4.56 3.24
C 9.28 5.27 -0.79
Br 7.61 5.32 -1.75
Br 9.06 5.82 1.04
Br 10.10 3.54 -0.91
H 9.94 5.98 -1.26
C -8.70 -5.69 5.59
Br -9.46 -3.96 5.93
Br -8.93 -6.21 3.75
Br -6.85 -5.76 6.09
H -9.24 -6.41 6.19
C -3.04 3.56 -6.66
Br -3.89 5.22 -6.18
Br -3.44 3.08 -8.47
Br -1.14 3.64 -6.35
H -3.44 2.79 -6.02
C 8.41 -1.43 0.46
Br 7.16 -0.30 1.38
Br 7.53 -3.04 -0.11
Br 9.29 -0.53 -0.99
H 9.16 -1.71 1.18
C 7.00 -7.11 -1.97
Br 5.50 -7.09 -3.16
Br 6.58 -6.28 -0.29
Br 7.69 -8.89 -1.72
H 7.78 -6.52 -2.43
*
```

Mulliken population analysis, charges in e, atoms 1 to 99: number 1, C, carries 0.02; number 2, C, carries -0.22; number 3, O, carries -0.21; number 4, C, carries -0.77; number 5, C, carries -0.34; number 6, N, carries 0.61; number 7, O, carries -0.31; number 8, C, carries -1.14; number 9, C, carries 1.96; number 10, C, carries -0.96; number 11, C, carries 0.61; number 12, C, carries -1.58; number 13, C, carries -1.30; number 14, C, carries -0.23; number 15, C, carries 0.08; number 16, C, carries -0.99; number 17, O, carries -0.48; number 18, C, carries -1.65; number 19, O, carries -0.09; number 20, C, carries -0.48; number 21, Cl, carries -0.18; number 22, H, carries -0.47; number 23, H, carries 0.48; number 24, H, carries -0.17; number 25, H, carries 0.12; number 26, H, carries 0.39; number 27, H, carries 0.11; number 28, H, carries 0.11; number 29, H, carries 0.31; number 30, H, carries 0.34; number 31, H, carries 0.26; number 32, H, carries 0.24; number 33, H, carries -0.48; number 34, H, carries 0.42; number 35, H, carries 0.44; number 36, H, carries -0.42; number 37, H, carries 0.20; number 38, H, carries 0.33; number 39, H, carries 0.44; number 40, H, carries 0.30; number 41, H, carries 0.32; number 42, H, carries 0.20; number 43, H, carries 0.29; number 44, H, carries 0.58; number 45, H, carries -0.25; number 46, H, carries 0.80; number 47, H, carries 0.24; number 48, H, carries 0.46; number 49, H, carries 0.31; number 50, H, carries 0.42; number 51, H, carries 0.63; number 52, H, carries 0.35; number 53, H, carries 0.36; number 54, C, carries 0.98; number 55, Br, carries 0.07; number 56, Br, carries 0.02; number 57, Br, carries -0.05; number 58, H, carries -0.84; number 59, C, carries -0.44; number 60, Br, carries -0.03; number 61, Br, carries 0.04; number 62, Br, carries 0.02; number 63, H, carries 0.43; number 64, C, carries -0.33; number 65, Br, carries -0.02; number 66, Br, carries -0.02; number 67, Br, carries 0.03; number 68, H, carries 0.34; number 69, C, carries 0.23; number 70, Br, carries -0.01; number 71, Br, carries 0.03; number 72, Br, carries -0.01; number 73, H, carries -0.24; number 74, C, carries -0.28; number 75, Br, carries -0.01; number 76, Br, carries 0.01; number 77, Br, carries 0.00; number 78, H, carries 0.30; number 79, C, carries -0.32; number 80, Br, carries 0.01; number 81, Br, carries -0.03; number 82, Br, carries 0.00; number 83, H, carries 0.34; number 84, C, carries 0.40; number 85, Br, carries 0.01; number 86, Br, carries -0.05; number 87, Br, carries 0.00; number 88, H, carries -0.48; number 89, C, carries 0.68; number 90, Br, carries -0.04; number 91, Br, carries 0.01; number 92, Br, carries -0.06; number 93, H, carries -0.59; number 94, C, carries -0.40; number 95, Br, carries -0.01; number 96, Br, carries -0.03; number 97, Br, carries 0.02; number 98, H, carries 0.38; number 99, C, carries 0.00